(1)
A molecular structure, C41H33ClMnN3OP2 at a distorted geometry, computed with ωB97M-V/def2-TZVPD.

frontier orbital gap (spin up / spin down): 6.6 / 6.7 eV
total charge: +1
electronic energy: -111985.142 eV
multiplicity: 2
energy relative to the best compared isomer or geometry (same formula, charge and spin): 130.96 kJ/mol
lowest unoccupied orbital energy (spin up / spin down): -3.44 / -3.45 eV

CARTESIAN COORDINATES (ANGSTROEM)
Mn: 1.296 -0.835 0.564
Cl: -3.710 -3.389 5.021
P: -0.581 1.065 0.226
P: 0.585 -0.632 -1.734
O: 0.055 -2.256 0.724
N: -0.170 0.920 -1.490
N: 3.034 0.220 0.636
N: 1.490 -0.763 2.548
C: -2.550 4.509 -0.750
C: 3.199 -1.324 -4.754
C: 3.817 0.600 -0.352
C: -1.310 -2.564 4.101
C: -2.764 -2.096 -3.551
C: 2.537 0.091 2.971
C: -3.350 -0.230 2.728
C: 0.982 0.314 -4.382
C: -0.738 -2.489 1.730
C: -2.183 5.373 0.278
C: -4.138 -1.143 2.023
C: -0.768 -1.726 -2.252
C: -1.164 2.792 0.202
C: -1.797 -1.238 -3.057
C: 1.627 0.284 -5.605
C: 3.904 1.339 4.529
C: -1.657 -3.949 -2.491
C: -2.544 -3.041 3.782
C: 2.736 -0.534 -5.793
C: -1.979 -3.097 1.472
C: 4.460 1.409 2.195
C: -0.797 3.656 1.225
C: -0.696 -3.087 -1.978
C: -2.695 -3.455 -3.266
C: 0.809 2.029 -1.714
C: -2.971 -3.114 2.426
C: 4.720 1.787 3.531
C: -3.174 -0.327 -0.039
C: -2.049 3.220 -0.787
C: -1.310 4.948 1.265
C: -2.150 0.265 0.698
C: 0.718 -1.368 3.402
C: -4.198 -0.986 0.632
C: 2.814 0.489 4.255
C: 4.963 1.390 -0.158
C: 5.269 1.806 1.105
C: 3.355 0.585 1.919
C: -2.314 0.407 2.082
C: 2.556 -1.290 -3.523
C: 1.447 -0.473 -3.328
C: -0.423 -2.152 3.068
H: 1.434 1.819 -2.574
H: 5.568 1.664 -1.010
H: 3.236 -0.553 -6.752
H: -4.973 -1.490 0.068
H: -3.566 -1.710 -4.167
H: 0.098 -3.474 -1.356
H: -0.102 3.327 1.989
H: -2.581 6.378 0.304
H: 0.274 2.956 -1.896
H: -2.336 2.544 -1.584
H: 5.564 2.429 3.747
H: -3.447 -4.128 -3.657
H: -1.022 5.619 2.064
H: -3.474 -0.127 3.799
H: 0.114 0.948 -4.245
H: 1.263 0.898 -6.419
H: 0.918 -1.249 4.466
H: 2.204 0.157 5.083
H: -3.234 4.843 -1.519
H: -1.841 -0.181 -3.291
H: 4.057 -1.967 -4.898
H: -1.595 -5.008 -2.279
H: -1.624 1.024 2.651
H: 6.131 2.436 1.288
H: -1.021 -2.441 5.138
H: 1.467 2.182 -0.847
H: 2.914 -1.919 -2.713
H: 3.525 0.288 -1.348
H: -3.777 -3.819 2.246
H: -3.170 -0.280 -1.118
H: -5.081 -1.391 2.503
H: 4.091 1.630 5.554
H: -2.204 -3.344 0.443

(2)
A molecular structure, C41H33KN3O4PS at a distorted geometry, computed with ωB97M-V/def2-TZVPD.

frontier orbital gap: 5.6 eV
total charge: -2
electronic energy: -92163.825 eV
multiplicity: 1
energy relative to the best compared isomer or geometry (same formula, charge and spin): 79.01 kJ/mol
lowest unoccupied orbital energy: 4.02 eV

CARTESIAN COORDINATES (ANGSTROEM)
K: -0.105 -0.474 -1.406
S: -2.753 -3.672 -2.574
P: 1.743 0.648 2.124
O: -3.837 -3.565 -3.520
O: -1.746 -4.672 -2.871
O: -2.364 -0.711 -0.500
O: 1.025 -0.535 -3.405
N: 1.666 -2.168 -0.377
N: -2.097 -2.259 -2.202
N: 0.621 -3.895 -1.264
C: -0.085 0.872 2.362
C: 2.315 2.523 -1.358
C: -3.436 -4.024 -0.988
C: 3.281 2.793 1.189
C: -3.267 -2.914 -0.205
C: -0.636 0.207 3.464
C: 2.393 -1.587 -5.014
C: 1.457 -2.845 -1.497
C: 3.174 -2.645 -5.415
C: -2.419 1.927 -2.945
C: -0.638 3.481 -2.501
C: 3.878 1.473 5.549
C: 2.122 3.108 5.463
C: -3.716 -2.881 1.102
C: 1.771 -1.507 -3.723
C: -3.154 2.495 -1.914
C: 2.278 1.423 3.727
C: -4.339 -4.025 1.595
C: 3.393 0.901 4.374
C: -4.057 -5.172 -0.528
C: -1.159 2.435 -3.245
C: 3.823 3.589 0.188
C: -4.505 -5.151 0.788
C: -2.841 0.975 2.906
C: 0.918 -2.802 0.593
C: 3.340 3.429 -1.107
C: 2.044 -2.646 -2.862
C: -2.530 -1.823 -0.980
C: -1.990 0.261 3.745
C: 0.257 -3.870 0.057
C: 2.830 -3.702 -3.316
C: -1.349 4.038 -1.443
C: -0.716 5.096 -0.581
C: 1.679 1.699 -0.401
C: 3.242 2.575 6.094
C: -2.314 1.614 1.797
C: -0.951 1.564 1.519
C: 2.260 1.886 0.885
C: -2.621 3.546 -1.177
C: 1.653 2.537 4.290
C: 3.414 -3.735 -4.575
H: -3.184 3.962 -0.347
H: -2.805 1.072 -3.485
H: 0.786 2.956 3.792
H: 2.205 -0.753 -5.681
H: -0.561 1.960 -4.014
H: 3.615 3.022 7.010
H: -0.757 6.084 -1.051
H: -0.424 -4.591 0.477
H: 0.333 4.853 -0.397
H: -2.962 2.134 1.105
H: -2.378 -0.263 4.611
H: 4.752 1.049 6.030
H: -1.219 5.165 0.385
H: 3.672 2.889 2.198
H: 0.365 3.831 -2.706
H: -4.124 2.088 -1.655
H: 4.026 -4.572 -4.885
H: 4.614 4.296 0.414
H: -4.989 -6.029 1.203
H: -4.693 -4.047 2.618
H: 1.617 3.973 5.878
H: -0.554 2.035 0.625
H: 0.141 -4.399 -1.999
H: 0.918 -2.441 1.610
H: 3.889 0.034 3.951
H: 3.607 -2.628 -6.413
H: 0.017 -0.361 4.120
H: -3.555 -1.996 1.705
H: 2.993 -4.533 -2.635
H: -4.178 -6.042 -1.160
H: 3.773 4.005 -1.922
H: -3.907 1.010 3.102
H: 2.014 2.421 -2.403

(3)
A molecular structure, C41H33LaO11P2S2 at a distorted geometry, computed with ωB97M-V/def2-TZVPD.

frontier orbital gap: 8.4 eV
total charge: 0
electronic energy: -106696.454 eV
multiplicity: 1
energy relative to the best compared isomer or geometry (same formula, charge and spin): 0.00 kJ/mol
lowest unoccupied orbital energy: -0.42 eV

CARTESIAN COORDINATES (ANGSTROEM)
La: -0.214 -0.375 -1.075
S: -2.004 1.499 0.620
S: 1.478 2.491 0.454
P: 1.469 -2.511 -2.016
P: 2.736 -0.480 -0.515
O: -1.574 -1.272 0.663
O: 1.563 -0.553 0.464
O: -2.254 1.082 -0.843
O: 0.937 -1.385 -2.878
O: -2.188 -1.719 -1.420
O: 2.807 -1.921 -1.273
O: 0.338 2.065 -0.483
O: 2.062 -3.701 -2.875
O: 2.607 0.609 -1.511
O: 0.511 -2.925 -0.968
O: 4.119 -0.422 0.269
C: -2.013 3.990 4.172
C: -4.633 0.870 0.692
C: -2.056 3.276 0.552
C: 2.843 6.276 0.377
C: -0.430 2.758 6.118
C: -3.498 1.112 1.457
C: -2.046 6.039 0.283
C: -2.403 3.984 5.474
C: -0.379 3.337 2.408
C: 1.222 6.053 -1.371
C: -5.555 -3.821 -0.070
C: -5.815 -3.853 1.296
C: 0.004 2.745 4.760
C: -7.112 -0.126 3.386
C: -0.790 3.368 3.775
C: -5.841 0.332 2.718
C: 0.783 2.682 2.089
C: -2.860 5.232 -0.564
C: -1.219 8.216 0.939
C: -3.554 -2.558 0.350
C: -5.796 0.484 1.333
C: -4.686 0.574 3.455
C: 1.578 2.047 3.077
C: -1.245 3.997 1.372
C: -0.401 7.601 1.921
C: -1.598 3.359 6.467
C: -1.237 5.428 1.257
C: -3.807 -2.597 1.714
C: -2.363 -1.821 -0.175
C: 1.020 4.719 -1.029
C: 1.727 4.193 0.034
C: -4.940 -3.244 2.189
C: -3.501 0.950 2.831
C: 2.661 4.952 0.731
C: 2.118 6.850 -0.672
C: -2.869 3.881 -0.445
C: -0.407 6.247 2.074
C: -4.423 -3.172 -0.542
C: 1.202 2.091 4.384
C: 2.287 8.306 -1.019
C: -2.018 7.452 0.143
H: 3.564 6.877 0.920
H: -4.200 -3.130 -1.600
H: -6.990 -0.195 4.467
H: -4.703 0.440 4.531
H: -4.585 0.950 -0.386
H: 1.745 8.938 -0.310
H: -6.233 -4.304 -0.762
H: 2.669 -3.402 -3.562
H: 3.334 8.610 -0.989
H: -2.595 1.089 3.412
H: -6.682 0.268 0.744
H: 0.235 8.211 2.551
H: -3.337 4.453 5.756
H: -7.935 0.561 3.181
H: -2.645 7.911 -0.614
H: -2.640 4.457 3.422
H: 0.233 5.784 2.815
H: 3.236 4.523 1.545
H: -3.114 -2.116 2.392
H: -7.407 -1.110 3.014
H: 2.470 1.513 2.771
H: 0.188 2.274 6.866
H: -3.470 5.718 -1.317
H: 1.804 1.607 5.144
H: 0.660 6.479 -2.195
H: -1.922 3.361 7.500
H: 1.900 8.521 -2.015
H: -3.467 3.262 -1.099
H: -5.141 -3.277 3.254
H: -6.698 -4.360 1.665
H: 0.318 4.101 -1.571
H: -1.205 9.293 0.823
H: 4.191 -1.115 0.937